# C18H20Cl2NO9S

3 unconnected molecules or ions with the total composition C18H20Cl2NO9S in a non-equilibrium geometry (wB97M-V/def2-TZVPD, OMol25).

The geometry in ORCA input format:
```
! RIJCOSX wB97M-V def2-TZVPD def2/J DEFGRID3
* xyz 1 1
C -0.158 0.857 4.939
C -0.985 -0.421 4.815
Cl -0.012 -1.865 5.097
C -1.587 -0.528 3.407
Cl -2.621 -1.934 3.174
S -2.481 1.045 3.045
C -2.045 1.488 1.298
N -2.069 0.455 0.330
C -4.257 0.721 3.160
C -4.553 0.537 4.668
O -4.185 1.334 5.402
H -0.760 1.645 5.362
H 0.230 1.184 3.979
H 0.691 0.630 5.562
H -1.808 -0.411 5.511
H -0.793 -0.556 2.678
H -1.035 1.864 1.369
H -2.707 2.291 1.005
H -2.981 0.296 -0.072
H -1.621 -0.401 0.624
H -4.750 1.614 2.811
H -4.538 -0.151 2.587
H -5.087 -0.357 4.999
C 0.328 2.000 -1.889
C 1.642 1.973 -2.135
C 2.229 2.612 -3.361
O 3.432 2.563 -3.512
C 1.317 3.252 -4.302
C 0.001 3.278 -4.053
C -0.579 2.659 -2.815
O -1.783 2.728 -2.633
O -0.871 3.847 -4.877
O 2.504 1.383 -1.316
H -0.104 1.539 -1.013
H 1.746 3.696 -5.189
H -1.752 3.732 -4.471
H 3.387 1.498 -1.726
C 2.672 -2.050 -1.578
C 1.652 -2.910 -1.518
C 1.676 -4.219 -2.247
O 0.715 -4.956 -2.128
C 2.842 -4.533 -3.059
C 3.867 -3.671 -3.124
C 3.852 -2.372 -2.372
O 4.817 -1.637 -2.456
O 4.952 -3.905 -3.849
O 0.542 -2.674 -0.810
H 2.666 -1.104 -1.054
H 2.842 -5.472 -3.593
H 5.540 -3.134 -3.725
H -0.022 -3.462 -0.945
*
```

The calculation puts the HOMO energy at -11.5312 eV. The total energy comes out at -74779.195 eV.